one:
{
  "formula": "C3H10NOS",
  "method": "ωB97M-V/def2-TZVPD",
  "orbital_gap_ev": 6.593,
  "e_homo_ev": -2.79,
  "charge": -1,
  "elements": ["C", "N", "C", "C", "S", "H", "H", "H", "H", "H", "H", "H", "H", "H", "H", "O"],
  "positions_angstrom": [[2.277, 0.053, -1.169], [1.423, 1.214, -0.994], [0.448, 1.165, 0.125], [-0.578, 0.055, 0.077], [-1.611, 0.160, 1.586], [1.726, -0.882, -1.047], [2.821, 0.130, -2.103], [2.949, 0.007, -0.318], [1.016, 1.523, -1.860], [0.013, 2.160, 0.115], [1.056, 1.019, 1.026], [-1.188, 0.262, -0.798], [-0.090, -0.913, 0.017], [-4.005, -1.567, 1.541], [-2.681, -2.009, 1.948], [-3.576, -2.377, 1.854]]
}


two:
{
  "formula": "C3H10NOS",
  "method": "ωB97M-V/def2-TZVPD",
  "orbital_gap_ev": 6.371,
  "e_homo_ev": -2.72,
  "charge": -1,
  "elements": ["C", "N", "C", "C", "S", "H", "H", "H", "H", "H", "H", "H", "H", "H", "H", "O"],
  "positions_angstrom": [[-1.397, -0.085, -2.003], [-1.619, 0.056, -0.542], [-0.512, 0.485, 0.404], [0.947, 0.620, -0.265], [2.040, 1.014, 1.113], [-1.915, -0.900, -2.541], [-1.485, 0.886, -2.503], [-0.325, -0.424, -2.274], [-2.001, -0.871, -0.241], [-0.442, -0.160, 1.366], [-0.720, 1.483, 0.770], [1.263, -0.415, -0.763], [1.001, 1.454, -0.877], [1.997, -0.733, 2.019], [1.151, -1.396, 3.198], [2.016, -1.015, 3.140]]
}


Bottom line: one, by a margin of 1.608 eV.